C17H34Cl16O9 | ωB97M-V/def2-TZVPD

The geometry in XYZ format:
```
76
Properties=species:S:1:pos:R:3:forces:R:3
C 6.84111 -3.15333 1.08567 -1.5 -0.5 -1.0
O 7.75201 -2.59633 1.97492 2.3 0.9 0.8
C 8.98130 -2.18112 1.52856 0.4 -0.9 -2.4
O 9.29180 -2.05288 0.33745 -0.8 -0.1 2.8
O 9.82272 -2.08207 2.56933 -1.1 0.6 0.6
C 11.21053 -1.83515 2.33313 0.3 -0.8 -1.4
H 6.06957 -3.64144 1.68114 0.1 0.2 0.3
H 7.20756 -3.93691 0.42249 0.7 0.2 0.1
H 6.32241 -2.41817 0.47036 0.3 0.2 0.0
H 11.43122 -0.91409 1.79364 -0.4 0.1 0.2
H 11.51839 -2.65556 1.68487 0.4 0.1 -0.1
H 11.81289 -1.88929 3.23994 -0.7 0.1 0.2
C -0.99027 0.09964 7.42767 -0.3 -0.1 -0.6
O -1.10308 1.23249 6.57071 -0.4 1.0 -1.2
C -2.06984 1.34710 5.57983 -0.3 -1.2 1.7
O -3.00360 0.58678 5.41851 1.1 0.8 -0.1
O -1.80390 2.47794 4.95612 0.5 0.6 -0.4
C -2.59169 2.97370 3.85947 -0.7 -0.4 0.1
H -0.40829 -0.66032 6.90626 -0.3 -0.3 0.0
H -1.98407 -0.23743 7.72238 0.2 -0.3 0.0
H -0.39643 0.38685 8.29540 -0.3 0.3 -0.1
H -2.76101 2.21613 3.09428 0.3 -0.1 0.0
H -2.08901 3.84855 3.44710 0.2 -0.3 0.2
H -3.58162 3.28166 4.19608 0.0 0.0 0.3
C -3.83786 -0.58614 -3.55074 1.3 1.3 0.8
O -3.08975 -1.27245 -2.48033 -0.5 -0.3 0.2
C -2.19998 -0.60712 -1.70124 0.1 3.0 -1.2
O -1.94044 0.60494 -1.78341 -0.5 -2.6 0.2
O -1.65434 -1.45750 -0.85971 -0.3 -2.0 -0.4
C -0.49550 -1.19586 -0.08441 -0.6 1.9 1.0
H -3.10892 -0.39915 -4.33927 -0.3 -0.1 -0.2
H -4.19395 0.37888 -3.19016 0.3 0.1 0.2
H -4.73813 -1.07734 -3.91996 0.6 -0.9 0.5
H -0.21777 -2.02109 0.57131 -0.1 -0.6 -1.0
H -0.81972 -0.46279 0.65423 0.3 0.5 0.0
H 0.32188 -0.76276 -0.66096 -0.1 -0.3 -0.1
C 3.74396 2.78628 4.30995 0.0 1.4 1.2
Cl 3.43455 3.79702 2.90806 -0.2 0.3 -0.2
Cl 3.51627 1.12909 3.98280 0.2 -1.5 -0.3
H 4.73261 3.06068 4.67788 0.1 -0.5 -0.3
H 3.05953 3.01327 5.12734 -0.2 0.4 -0.4
C 1.12750 5.32705 -2.71987 -0.3 -0.5 0.3
Cl 1.72837 5.14136 -4.36429 0.2 0.1 0.0
Cl -0.20551 6.50829 -2.64439 0.3 -0.2 0.1
H 0.75950 4.34711 -2.41590 -0.2 0.3 -0.1
H 1.92228 5.60704 -2.02847 -0.1 0.3 -0.4
C 2.51689 -0.41742 -6.24777 -0.1 -0.2 0.1
Cl 0.99346 -0.68275 -7.10631 0.2 0.3 -0.7
Cl 2.20578 -1.03856 -4.63104 0.6 0.1 0.7
H 3.33531 -0.98372 -6.69231 -0.3 -0.1 -0.1
H 2.79676 0.63532 -6.20892 -0.4 -0.1 0.0
C 3.78016 -4.37215 6.75126 0.0 -0.5 -0.6
Cl 3.70802 -6.00015 7.52507 0.1 1.0 0.1
Cl 2.50668 -4.29211 5.48491 0.5 0.2 0.4
H 3.66489 -3.51289 7.41194 -0.3 -0.6 0.3
H 4.76068 -4.29792 6.28098 -0.3 -0.1 -0.1
C -5.57619 3.97910 -7.43021 -0.2 0.9 -1.0
Cl -5.23080 2.58378 -8.47628 -0.3 -0.1 0.5
Cl -4.31510 4.33943 -6.30370 0.8 -0.1 0.8
H -5.56489 4.82729 -8.11472 -0.4 -0.1 0.1
H -6.51844 3.95109 -6.88296 0.1 -0.6 -0.3
C -11.08204 -0.84623 -7.61984 0.6 -0.4 -1.0
Cl -9.90116 0.12040 -6.74101 -0.3 0.2 0.3
Cl -10.36147 -1.28148 -9.21805 -0.3 -0.1 0.2
H -11.23122 -1.79197 -7.09886 -0.2 0.4 0.0
H -11.98841 -0.29586 -7.87223 0.2 0.0 0.5
C -0.74601 -7.29900 1.23410 0.4 -1.0 -0.4
Cl 0.78825 -6.89402 0.35907 -0.6 0.0 0.9
Cl -0.52561 -8.50225 2.60917 -0.1 1.2 -1.1
H -1.27553 -6.41022 1.57730 0.5 -0.1 0.2
H -1.31077 -7.80276 0.44964 -0.1 0.0 0.5
C -5.64218 5.19938 -1.12356 0.4 0.9 0.7
Cl -5.76979 6.37839 0.32588 0.3 -1.2 -1.2
Cl -7.16879 4.37019 -1.37666 0.2 0.2 -0.1
H -5.32303 5.81684 -1.96320 -0.6 0.0 0.0
H -4.84908 4.46459 -0.98510 -0.3 0.1 0.6
```
Positions in Å, forces in eV/Å.

The net charge is 0. The HOMO-LUMO gap comes out at 0.39222 Ha. For the total energy, the calculation gives -236964.2311 eV.

Results of the Mulliken charge analysis, in e, for atoms 1 through 6: -0.66 -0.25 0.73 -0.56 -0.29 -0.61